The following is a quantum chemistry calculation of the ion C11H10ClN2 with charge +1, from OMol25.

- F_max (eV/A) = 2.33
- energy above the lowest of the compared OMol25 structures with the same formula, charge and spin (kcal/mol) = 33.4

ORCA input file:
```
! wB97M-V def2-TZVPD RIJCOSX def2/J DEFGRID3
* xyz 1 1
C 3.747 0.787 -0.618
C 3.748 -0.342 0.180
C 2.604 1.528 -0.825
C 2.551 -0.774 0.790
C 1.366 1.163 -0.230
C 1.544 0.042 0.509
C -0.866 1.499 0.095
C -3.240 -1.821 -1.396
C -2.872 -0.768 -0.682
C -2.056 -0.094 1.644
C -1.865 -0.858 0.386
N 0.245 1.915 -0.383
N -1.012 0.291 0.726
Cl -2.186 2.595 0.026
H 4.665 1.103 -1.095
H 4.641 -0.918 0.374
H 2.583 2.414 -1.443
H 2.522 -1.651 1.414
H -4.025 -1.754 -2.129
H -2.793 -2.793 -1.267
H -3.348 0.192 -0.817
H -2.909 0.569 1.730
H -1.708 -0.523 2.574
H -1.333 -1.803 0.438
*
```

Here is what Mulliken gives for the atomic charges, in e:
1 C -0.71
2 C -0.10
3 C -0.16
4 C -1.33
5 C 0.42
6 C 1.09
7 C 0.47
8 C -0.95
9 C -0.02
10 C -0.64
11 C 0.27
12 N -0.51
13 N -0.12
14 Cl -0.09
15 H 0.41
16 H 0.41
17 H 0.48
18 H 0.47
19 H 0.28
20 H 0.24
21 H 0.24
22 H 0.28
23 H 0.26
24 H 0.31